Record 1
The following is a DFT calculation (ωB97M-V/def2-TZVPD) of a molecular structure, C55H45As2BrIN5O3Y.

XYZ file:
```
113
Properties=species:S:1:pos:R:3:mulliken_charge:R:1
Y -0.1211 -0.1910 -0.1206 -0.1750
C -0.9176 0.0337 -4.7063 -0.4956
C -0.2832 1.2726 -4.1576 0.3157
N -0.3024 2.3690 -4.8809 -0.7131
C 0.3030 3.4708 -4.4149 -1.1479
C 0.9816 3.5316 -3.2191 1.1119
C 1.6451 4.8183 -2.8009 -1.0417
O 3.0576 4.6991 -2.6776 -0.5330
C 1.0049 2.3687 -2.4147 0.4272
C 1.7704 2.3844 -1.1779 -1.2663
N 1.7070 1.5205 -0.2238 0.4768
C 2.4650 1.7853 0.9454 0.0354
C 2.6674 3.0797 1.4196 -0.1697
C 3.3794 3.2979 2.5878 -0.9883
C 3.8875 2.2310 3.3110 -0.6473
C 3.6704 0.9346 2.8708 -0.7613
C 2.9565 0.7222 1.7034 0.4037
I 2.6329 -1.2310 1.0564 0.3438
C 0.3356 1.2290 -2.8769 -0.0644
O 0.2932 0.1187 -2.1723 0.9550
H -1.4124 0.2567 -5.6474 0.4221
H -0.1754 -0.7518 -4.8663 0.2969
H -1.6411 -0.3797 -3.9996 -0.2326
H 0.2420 4.3488 -5.0472 0.3692
H 1.3782 5.6085 -3.5083 0.3984
H 1.2940 5.1413 -1.8176 0.3515
H 3.4268 4.5422 -3.5532 0.3445
H 2.4770 3.2092 -1.0977 1.2166
H 2.2413 3.9212 0.8916 0.5720
H 3.5214 4.3101 2.9402 0.4151
H 4.4366 2.4043 4.2252 0.4239
H 4.0531 0.0973 3.4366 0.4530
C -0.9235 -4.3016 -0.3202 -1.0905
C -1.2011 -3.7151 1.0530 -1.0655
As -2.9617 -2.8695 1.4766 0.5620
C -4.0269 -4.1159 0.4283 -0.2099
C -4.5574 -3.8697 -0.8323 0.3769
C -5.2553 -4.8638 -1.5033 -0.7650
C -5.4253 -6.1115 -0.9256 -0.4872
C -4.9092 -6.3635 0.3372 -0.7255
C -4.2207 -5.3670 1.0126 -0.4354
C -3.2007 -1.2073 0.4353 0.5190
C -3.8885 -0.2384 1.1726 -0.8444
C -4.3083 0.9493 0.5907 -0.8313
C -4.0298 1.2109 -0.7401 -0.9432
C -3.3398 0.2731 -1.4915 -0.4808
C -2.9401 -0.9261 -0.9113 0.5718
As -0.1300 -2.9586 -1.4925 2.0479
C 1.7692 -3.3577 -1.5052 -0.2417
C 2.3638 -4.2644 -0.6335 -0.4441
C 3.7456 -4.4246 -0.6317 -0.6667
C 4.5338 -3.6875 -1.5019 -0.6247
C 3.9417 -2.7835 -2.3734 -0.7234
C 2.5680 -2.6120 -2.3700 -0.0071
C -0.7019 -3.6025 -3.2272 0.7328
C -1.9395 -3.2432 -3.7565 -0.2861
C -2.3644 -3.7736 -4.9647 -1.0660
C -1.5570 -4.6648 -5.6567 -0.6148
C -0.3270 -5.0273 -5.1359 -0.7777
C 0.1000 -4.5007 -3.9254 -0.9547
H -1.8454 -4.6278 -0.8122 0.4771
H -0.2817 -5.1848 -0.2676 0.8780
H -0.4070 -3.0281 1.3745 0.0783
H -1.1950 -4.5090 1.8087 0.7325
H -4.4477 -2.8975 -1.2943 0.4294
H -5.6703 -4.6629 -2.4816 0.4334
H -5.9699 -6.8830 -1.4519 0.4021
H -5.0505 -7.3304 0.8007 0.4055
H -3.8383 -5.5711 2.0084 0.3967
H -4.1093 -0.4199 2.2195 0.4262
H -4.8457 1.6742 1.1860 0.4154
H -4.3458 2.1419 -1.1895 0.4697
H -3.1181 0.4682 -2.5326 0.4702
H -2.4606 -1.6688 -1.5350 -0.3740
H 1.7721 -4.8590 0.0519 0.2656
H 4.2037 -5.1323 0.0452 0.3957
H 5.6069 -3.8177 -1.5019 0.3957
H 4.5546 -2.2069 -3.0531 0.4284
H 2.1159 -1.8844 -3.0375 0.2587
H -2.5937 -2.5475 -3.2478 0.3428
H -3.3250 -3.4846 -5.3679 0.4842
H -1.8888 -5.0741 -6.6008 0.4155
H 0.3050 -5.7226 -5.6707 0.4320
H 1.0660 -4.7918 -3.5327 0.3828
Br -4.4462 5.3285 11.5379 -0.1705
C -3.8896 4.5368 9.9162 0.0789
C -3.9070 5.2964 8.7504 -0.5622
C -3.4989 4.7269 7.5595 -0.3670
C -3.0756 3.4019 7.5502 0.1244
C -3.0509 2.6531 8.7158 -0.1459
C -3.4672 3.2179 9.9109 -0.5732
N -2.6235 2.7214 6.3742 -0.0989
N -2.8289 3.3377 5.3207 -0.2503
C -2.3230 2.7678 4.1203 -0.6352
C -2.4752 3.6055 3.0368 0.0491
C -2.0445 3.2669 1.7469 -1.0681
C -1.4566 2.0396 1.5271 0.4068
O -1.0577 1.6333 0.3436 -0.2723
C -1.2680 1.1515 2.6448 -0.2630
N -0.6313 -0.0256 2.3626 0.8879
C -0.4313 -0.8834 3.3421 -0.5708
C -0.8559 -0.6539 4.6547 -1.5256
C -1.4841 0.5242 4.9572 -0.9385
C -1.7008 1.4904 3.9452 1.5376
H -4.2369 6.3248 8.7819 0.4049
H -3.5057 5.3009 6.6445 0.3963
H -2.7067 1.6288 8.6819 0.4021
H -3.4603 2.6435 10.8255 0.4035
H -2.9511 4.5591 3.2195 0.5420
H -2.1863 3.9450 0.9181 0.5011
H 0.0997 -1.7961 3.0944 0.4551
H -0.6782 -1.4042 5.4111 0.5155
H -1.8079 0.7344 5.9619 0.6735
```

The multiplicity is 1. Its largest force on an atom is 0.009 Eh/bohr. The calculated total energy is -272220.004 eV. As for the total charge: +1. As for the relative energy (zero: lowest compared OMol25 entry of this formula, charge and spin): 0.0 kJ/mol. The value obtained for the HOMO energy is -9.780 eV. The HOMO-LUMO gap is 7.0 eV.

Record 2
The following is a DFT calculation (ωB97M-V/def2-TZVPD) of a molecular structure, C55H45N4O3P2Rh at a distorted geometry.

XYZ file:
```
110
Properties=species:S:1:pos:R:3:mulliken_charge:R:1
Rh 1.6156 -0.0062 1.2100 0.2727
O -2.0129 3.4790 2.0555 -0.4647
C -0.9403 4.3314 2.2485 -1.3514
C -1.1563 5.4725 3.0112 -0.0399
C -0.1939 6.4598 3.0868 -0.8398
C 0.9865 6.3080 2.3706 -0.9159
C 1.2261 5.1271 1.6930 -0.0417
C 0.2941 4.0827 1.6530 0.4093
P 0.8353 2.4255 0.9478 2.2714
C 2.5721 2.6649 1.5822 0.4481
C 3.6198 3.1648 0.8106 -0.1187
C 4.8423 3.4615 1.3958 -0.8421
C 5.0329 3.2565 2.7578 -0.6654
C 3.9927 2.7589 3.5306 -0.8832
C 2.7673 2.4673 2.9457 -0.5463
C 0.9583 2.7822 -0.8402 0.8332
C 0.5696 4.0050 -1.3864 -0.5514
C 0.6329 4.2183 -2.7574 -0.7877
C 1.0767 3.2123 -3.6018 -0.6889
C 1.4598 1.9886 -3.0690 -0.8157
C 1.3906 1.7735 -1.7009 -0.4564
C -2.8758 3.8389 1.0136 0.6127
C -3.4468 5.0901 0.8908 -0.7691
C -4.2626 5.3503 -0.2044 -0.7512
C -4.4981 4.3738 -1.1599 -0.9983
C -3.9428 3.1090 -1.0049 -0.6793
C -3.1450 2.8248 0.0960 0.6373
P -2.4126 1.2156 0.5341 1.2479
C -3.0566 0.0752 -0.7502 0.8600
C -4.3378 -0.4801 -0.7914 -0.6204
C -4.7237 -1.2917 -1.8494 -0.7138
C -3.8416 -1.5471 -2.8923 -0.7274
C -2.5705 -0.9930 -2.8699 -0.6277
C -2.1789 -0.1971 -1.7997 -0.4736
C -3.4096 0.8630 2.0389 0.5924
C -2.7591 0.4568 3.2011 -0.2131
C -3.4657 0.2567 4.3808 -0.7386
C -4.8353 0.4706 4.4154 -0.7178
C -5.4944 0.9012 3.2711 -0.8578
C -4.7842 1.1076 2.0980 -0.6810
H -2.0970 5.5731 3.5363 0.6955
H -0.3728 7.3483 3.6773 0.4435
H 1.7368 7.0868 2.3712 0.4747
H 2.1774 5.0173 1.1966 0.4705
H 3.4748 3.3219 -0.2532 0.3687
H 5.6434 3.8758 0.7947 0.5322
H 5.9820 3.5008 3.2170 0.4415
H 4.1284 2.6177 4.5951 0.4453
H 1.9469 2.1159 3.5631 0.3995
H 0.2076 4.7975 -0.7463 0.3777
H 0.3367 5.1767 -3.1630 0.4695
H 1.1138 3.3773 -4.6707 0.4052
H 1.8003 1.1950 -3.7225 0.4581
H 1.6735 0.8076 -1.2930 0.3509
H -3.2637 5.8670 1.6192 0.4930
H -4.7094 6.3302 -0.3084 0.4432
H -5.1251 4.5898 -2.0145 0.4503
H -4.1401 2.3378 -1.7397 0.4731
H -5.0419 -0.2863 0.0050 0.3501
H -5.7196 -1.7160 -1.8665 0.4719
H -4.1501 -2.1716 -3.7211 0.4261
H -1.8854 -1.1670 -3.6912 0.4961
H -1.1821 0.2312 -1.7809 0.3092
H -1.6845 0.3226 3.1895 0.2532
H -2.9429 -0.0501 5.2782 0.4716
H -5.3850 0.3255 5.3363 0.4210
H -6.5591 1.0940 3.2976 0.4431
H -5.3037 1.4921 1.2285 0.4739
C 1.5699 -7.7510 -6.0068 -0.8503
O 0.8145 -6.6845 -5.3788 -0.3479
C 0.4970 -6.7477 -4.1219 0.9910
C 0.8808 -7.8121 -3.2614 -0.3757
C 0.4955 -7.7752 -1.9602 -0.4321
C -0.2445 -6.6629 -1.4549 0.2273
C -0.6656 -5.6143 -2.3455 -0.3660
C -0.2967 -5.6569 -3.6424 -0.9394
N -0.5092 -6.6947 -0.1607 -0.7929
N -1.1240 -5.7615 0.4267 0.0517
C -0.8211 -4.5965 0.8498 0.1337
C -1.9468 -3.7595 1.2912 -0.8792
C -1.8037 -2.4492 1.4995 -0.3651
C -0.4894 -1.8367 1.3202 1.0494
O -0.3044 -0.6204 1.3635 -0.5346
C 0.6878 -2.7057 1.1342 0.1376
N 1.8706 -2.0654 1.2276 -0.2673
C 2.9737 -2.8128 1.2261 -0.5956
C 2.9348 -4.1962 1.0801 -1.0169
C 1.7237 -4.8353 0.9033 -0.3871
C 0.5602 -4.0695 0.9314 0.9730
H 1.6356 -7.4794 -7.0531 0.2470
H 1.0427 -8.6967 -5.9012 0.3833
H 2.5650 -7.8076 -5.5703 0.3833
H 1.4562 -8.6456 -3.6321 0.4693
H 0.7516 -8.5766 -1.2793 0.5134
H -1.2897 -4.8117 -1.9739 0.6801
H -0.5928 -4.8936 -4.3485 0.5001
H -2.9118 -4.2399 1.3847 0.5275
H -2.6340 -1.8219 1.8005 0.2392
H 3.9086 -2.2891 1.3618 0.6257
H 3.8565 -4.7592 1.1192 0.4360
H 1.6844 -5.9110 0.7885 0.6284
C 6.5690 -0.7374 -0.7531 -1.3553
C 6.0212 0.4669 0.0167 -0.3277
C 4.6173 0.3012 0.4019 0.3459
N 3.5188 0.2174 0.7140 -0.3579
H 7.6287 -0.5894 -0.9483 0.3932
H 6.0575 -0.8550 -1.7071 0.3510
H 6.4561 -1.6573 -0.1799 0.3380
H 6.0789 1.3746 -0.5861 0.3099
H 6.5900 0.6498 0.9289 0.3408
```

The multiplicity is 1. Its largest force on an atom is 0.031 Eh/bohr. The calculated total energy is -91437.556 eV. As for the total charge: +2. The value obtained for the HOMO energy is -11.341 eV. The HOMO-LUMO gap is 3.8 eV.

The highest HOMO energy belongs to which entry? C55H45As2BrIN5O3Y

Among the records above, which one has the highest HOMO energy? C55H45As2BrIN5O3Y